The following is a quantum chemistry calculation of a molecular structure, C35H34ClMnNOSi2, from OMol25.

Structure (XYZ):
```
75
Properties=species:S:1:pos:R:3:forces:R:3:lowdin_spin:R:1
C -1.476953 -0.794238 1.113833 -1.4 -0.6 -0.2 0.0600
C -1.872193 -0.058554 -0.064506 -1.3 -1.3 0.0 0.0525
C -1.655087 -0.908454 -1.206641 -1.4 -0.6 1.0 0.0799
H -2.353444 0.911832 -0.103444 0.1 -0.1 0.1 0.0070
C -1.073649 -2.131396 -0.744817 -1.4 -0.4 -0.1 0.0512
C -0.974709 -2.074328 0.683331 -1.3 -0.2 0.3 0.0501
H -0.615221 -2.878705 1.328893 -0.1 0.4 -0.2 0.0068
H -1.579014 -0.449391 2.142285 0.2 -0.1 -0.4 0.0060
H -1.953663 -0.694061 -2.223558 0.3 0.0 0.1 0.0044
H -0.839071 -2.985697 -1.382023 0.0 0.4 0.3 0.0070
Mn 0.201347 -0.513558 -0.149232 3.2 0.4 -0.9 4.3623
Si -0.184143 -0.016651 -7.006415 3.0 1.9 -0.6 0.0068
C 0.337456 1.517858 -7.998308 -0.6 0.0 -0.4 0.0009
C 1.665061 1.703271 -8.405667 -0.1 0.7 -0.3 0.0002
H 2.429205 0.975953 -8.131422 -0.1 0.0 -0.1 -0.0001
C 2.033567 2.848653 -9.128189 0.1 -0.5 0.3 -0.0001
H 3.072788 2.984846 -9.428782 -0.2 -0.1 0.0 0.0000
C 1.088628 3.820011 -9.444009 -0.3 -0.1 0.1 0.0005
H 1.372840 4.704883 -10.013087 -0.1 -0.2 0.2 0.0000
C -0.227756 3.652513 -9.015193 0.0 0.1 0.1 -0.0001
H -0.967071 4.423530 -9.224886 0.1 -0.1 0.0 0.0000
C -0.602812 2.514224 -8.294849 0.6 0.1 -0.1 0.0006
H -1.620413 2.413105 -7.919888 0.1 0.0 -0.2 0.0000
C 0.617331 -1.411081 -7.937061 0.4 -0.4 -0.2 0.0010
C 0.275880 -1.525388 -9.295837 0.2 -0.6 0.3 0.0003
H -0.415439 -0.808854 -9.737843 0.0 -0.2 0.0 0.0001
C 0.841046 -2.532747 -10.076221 0.1 0.0 -0.1 0.0000
H 0.556803 -2.622075 -11.125750 0.1 0.0 0.3 0.0000
C 1.783385 -3.410748 -9.528985 -0.2 0.2 0.0 0.0000
H 2.213621 -4.204589 -10.141384 -0.1 0.2 0.2 0.0000
C 2.186568 -3.248469 -8.207097 0.0 0.2 0.1 0.0000
H 2.943883 -3.900251 -7.778588 -0.1 0.1 -0.1 0.0000
C 1.636136 -2.231851 -7.423339 -0.3 0.0 -0.3 -0.0001
H 2.007952 -2.066088 -6.407702 -0.3 -0.2 -0.4 -0.0001
H -1.647767 -0.019968 -7.096477 -0.2 0.0 0.2 0.0007
Si 1.326417 0.680195 -4.830758 -3.3 -0.9 -1.1 0.0011
C 0.339491 -0.968789 -4.621128 0.3 -0.3 2.3 0.0020
C -1.073187 -1.127812 -4.763918 0.4 -0.2 0.3 0.0012
H -1.737758 -0.272218 -4.931923 0.5 -0.4 0.0 0.0001
C -1.680285 -2.380837 -4.615528 0.1 0.3 -0.1 0.0004
H -2.764394 -2.461965 -4.771343 0.5 0.0 0.1 0.0000
C -0.921055 -3.490218 -4.248757 -0.2 -0.1 -0.1 0.0007
H -1.397939 -4.467588 -4.176738 0.1 0.2 0.1 0.0001
C 0.433402 -3.334198 -3.958926 0.3 0.4 -0.1 0.0003
H 1.014237 -4.175419 -3.581303 -0.1 0.1 -0.1 0.0000
C 1.053387 -2.089328 -4.122184 -0.7 -0.3 -0.3 0.0014
H 2.096371 -1.957399 -3.819860 -0.3 -0.1 -0.2 0.0002
C 0.120876 2.093572 -4.541171 0.0 0.3 0.4 0.0011
C -1.071242 1.890915 -3.812244 0.2 0.1 -0.2 0.0013
H -1.201363 0.956478 -3.251888 0.0 0.6 -0.4 0.0003
C -2.055610 2.871276 -3.769534 0.3 -0.1 -0.1 0.0001
H -2.976054 2.663063 -3.222672 0.1 0.2 -0.1 0.0000
C -1.835843 4.090084 -4.411962 0.2 0.1 -0.2 0.0003
H -2.610227 4.850430 -4.397112 0.1 0.0 0.0 0.0000
C -0.623973 4.338929 -5.073346 0.0 -0.1 0.3 0.0001
H -0.435332 5.303050 -5.544415 -0.1 -0.2 0.1 0.0000
C 0.364211 3.351252 -5.125882 -0.6 -0.4 0.2 0.0003
H 1.313012 3.523631 -5.641151 -0.3 0.1 0.0 0.0000
H 2.586210 0.931590 -4.092195 0.2 -0.5 -0.7 0.0014
Cl 0.980130 0.370528 -2.019244 1.4 0.8 -0.6 0.1226
O 1.964741 -1.400540 0.751500 0.9 -0.3 0.5 0.0577
C 2.884285 -0.495452 1.407968 -0.1 -1.0 -0.6 0.0088
C 2.170147 0.795180 1.655456 -1.2 0.7 -0.2 0.0142
C 2.725705 1.801594 2.446058 0.0 -0.3 -0.3 0.0008
C 2.052320 3.013653 2.562352 -0.1 -0.5 -0.2 0.0073
C 0.869426 3.191527 1.843903 -0.2 0.1 -0.2 0.0006
C 0.362998 2.155190 1.071949 1.0 -0.7 0.6 0.0152
N 0.972011 0.941018 1.044496 1.4 2.2 1.1 0.0510
H 2.351338 -2.276818 0.570221 0.0 0.7 0.2 0.0052
H 3.211854 -0.953812 2.339434 0.1 0.1 0.1 0.0016
H 3.749981 -0.337659 0.744625 -0.2 0.1 0.3 0.0013
H 3.678674 1.579883 2.926334 -0.2 0.3 0.0 0.0003
H 2.450730 3.801406 3.185152 0.0 0.1 0.0 0.0004
H 0.320798 4.128282 1.868718 0.2 -0.1 0.0 0.0002
H -0.519082 2.257994 0.444770 0.1 0.0 0.3 0.0025
```
Positions in Å, forces in eV/Å.

The multiplicity is 6. The total energy comes out at -3674.18169 Ha.